The following is a DFT calculation (ωB97M-V/def2-TZVPD) of a structure of composition C32H25I2MnN2O2P.

Geometry (Å):
1 Mn -0.46781 0.15164 -0.30662
2 I -6.04352 2.73739 2.62730
3 C -4.09598 2.55559 1.89381
4 C -3.70852 3.27672 0.77478
5 C -2.42211 3.13170 0.28646
6 I -1.84204 4.14694 -1.43447
7 C -1.47996 2.27081 0.88249
8 O -0.28269 2.06840 0.38078
9 C -1.90626 1.56975 2.03771
10 C -0.91207 0.72083 2.78723
11 N -0.15696 -0.24601 1.94754
12 C 1.28167 -0.25235 2.20085
13 C 2.13706 -0.58957 1.00089
14 C 3.36314 -1.21443 1.16818
15 C 4.20002 -1.37101 0.07555
16 C 3.78888 -0.89829 -1.15768
17 C 2.53763 -0.31624 -1.25056
18 N 1.72866 -0.16576 -0.20096
19 C -3.19793 1.70899 2.52126
20 H -4.40522 3.93628 0.27639
21 H -1.43436 0.18936 3.58630
22 H -0.18433 1.37728 3.26950
23 H -0.53630 -1.17778 2.06939
24 H 1.56449 -0.90700 3.03139
25 H 1.56198 0.76458 2.48346
26 H 3.65704 -1.56369 2.14928
27 H 5.16183 -1.85452 0.18823
28 H 4.40955 -0.99110 -2.03769
29 H 2.16188 0.04468 -2.19986
30 H -3.50332 1.14992 3.39856
31 O -2.60973 0.38050 -1.38568
32 C -2.34436 -0.62985 -0.71391
33 C -3.17123 -1.85168 -0.78147
34 C -4.56027 -1.83292 -0.87264
35 C -5.26622 -3.02311 -0.87528
36 C -4.58668 -4.23357 -0.80341
37 C -3.20129 -4.26122 -0.72814
38 C -2.47951 -3.07006 -0.70167
39 P -0.65989 -2.96413 -0.56336
40 C -0.17897 -4.72396 -0.34766
41 C 0.20258 -5.13042 0.92852
42 C 0.56320 -6.44885 1.17970
43 C 0.55702 -7.37425 0.14754
44 C 0.18629 -6.98036 -1.13298
45 C -0.18086 -5.66573 -1.37793
46 C -0.11386 -2.67502 -2.29188
47 C 1.20611 -2.99575 -2.61994
48 C 1.71099 -2.72250 -3.88040
49 C 0.90923 -2.10258 -4.83250
50 C -0.39882 -1.77315 -4.51525
51 C -0.91127 -2.06198 -3.25458
52 H -5.07001 -0.87879 -0.93376
53 H -6.34730 -3.01304 -0.93555
54 H -5.14056 -5.16398 -0.80411
55 H -2.68979 -5.21298 -0.67522
56 H 0.21834 -4.40424 1.73406
57 H 0.85425 -6.74942 2.17820
58 H 0.84303 -8.40099 0.33702
59 H 0.18066 -7.70092 -1.94115
60 H -0.46834 -5.36452 -2.37838
61 H 1.83959 -3.47591 -1.88171
62 H 2.73248 -2.99133 -4.12131
63 H 1.30362 -1.88208 -5.81623
64 H -1.03235 -1.29130 -5.24869
65 H -1.93843 -1.80512 -3.03058

Properties
charge = 0
frontier orbital gap (alpha / beta) = 6.68 / 7.17 eV
LUMO level (alpha / beta) = -0.05 / -0.12 eV
2S+1 = 6
⟨S²⟩ = 8.763
E = -97475.705 eV